Entry from the OMol25 dataset: a structure of composition C39H44ClCoN6O3 in a non-equilibrium geometry (the ωB97M-V functional and the def2-TZVPD basis).

Geometry (Å):
Co (-0.291, -0.746, -0.047)
C (2.631, -2.658, 5.989)
C (2.270, -2.061, 4.664)
C (3.235, -1.591, 3.797)
C (2.926, -1.045, 2.530)
C (3.971, -0.675, 1.680)
N (3.850, -0.168, 0.463)
C (4.988, 0.190, -0.337)
C (4.863, -0.293, -1.784)
C (4.757, -1.811, -1.908)
N (3.430, -2.278, -1.590)
C (3.095, -3.563, -1.575)
C (1.781, -4.032, -1.469)
C (1.498, -5.412, -1.578)
C (0.209, -5.904, -1.601)
C (-0.052, -7.372, -1.751)
C (-0.850, -5.007, -1.527)
C (-0.640, -3.631, -1.378)
C (-1.756, -2.750, -1.326)
N (-1.763, -1.489, -1.026)
C (-3.071, -0.870, -0.994)
C (-3.410, -0.367, 0.416)
C (-2.790, -1.248, 1.491)
N (-1.342, -1.105, 1.546)
C (-0.811, -1.415, 2.693)
C (0.562, -1.437, 3.035)
C (0.942, -1.972, 4.274)
C (1.543, -0.940, 2.122)
O (1.229, -0.412, 1.008)
C (0.684, -3.113, -1.289)
O (0.900, -1.873, -1.073)
H (3.694, -2.873, 6.042)
H (2.085, -3.584, 6.158)
H (2.378, -1.972, 6.796)
H (4.274, -1.646, 4.085)
H (4.980, -0.830, 2.045)
H (2.905, 0.025, 0.109)
H (5.883, -0.237, 0.125)
H (5.104, 1.282, -0.344)
H (5.748, 0.045, -2.327)
H (3.980, 0.160, -2.239)
H (5.485, -2.296, -1.244)
H (5.009, -2.100, -2.940)
H (2.650, -1.619, -1.503)
H (3.899, -4.277, -1.703)
H (2.326, -6.098, -1.680)
H (0.800, -7.952, -1.409)
H (-0.234, -7.613, -2.799)
H (-0.932, -7.670, -1.185)
H (-1.866, -5.370, -1.573)
H (-2.711, -3.226, -1.562)
H (-3.837, -1.594, -1.303)
H (-3.086, -0.039, -1.706)
H (-4.493, -0.348, 0.542)
H (-3.033, 0.643, 0.548)
H (-3.043, -2.300, 1.299)
H (-3.213, -0.970, 2.464)
H (-1.486, -1.727, 3.492)
H (0.176, -2.347, 4.934)
C (2.754, 2.861, -1.872)
C (1.707, 1.779, -2.026)
O (1.680, 0.785, -1.320)
N (0.867, 1.971, -3.062)
C (-0.314, 1.142, -3.234)
C (-1.419, 1.771, -2.430)
C (-2.450, 2.487, -3.027)
C (-3.362, 3.145, -2.218)
C (-3.147, 3.146, -0.850)
C (-2.070, 2.426, -0.351)
N (-1.260, 1.702, -1.108)
H (3.280, 2.727, -0.932)
H (2.303, 3.850, -1.877)
H (3.466, 2.803, -2.693)
H (0.848, 2.879, -3.504)
H (-0.087, 0.154, -2.823)
H (-0.556, 1.074, -4.294)
H (-2.524, 2.542, -4.102)
H (-4.206, 3.661, -2.649)
H (-3.801, 3.682, -0.182)
H (-1.825, 2.445, 0.703)
Cl (1.012, 5.157, 0.431)
C (0.240, 4.899, 1.949)
C (-0.164, 5.988, 2.684)
C (-0.814, 5.808, 3.899)
C (-1.049, 4.520, 4.377)
C (-0.637, 3.430, 3.659)
C (0.018, 3.563, 2.400)
C (0.369, 2.449, 1.674)
H (0.019, 6.986, 2.316)
H (-1.134, 6.666, 4.469)
H (-1.554, 4.384, 5.320)
H (-0.794, 2.431, 4.036)
H (0.140, 1.470, 2.051)
H (0.841, 2.507, 0.712)

HOMO level (spin up / spin down), eV: -7.693 / -7.690
Charge: +1
2S+1: 2
E_LUMO (spin up / spin down), Eh: -0.1107 / -0.1107
ΔE to the lowest compared entry with this formula, charge and spin, kJ/mol: 35.4
Frontier orbital gap (spin up / spin down), eV: 4.68 / 4.68

***

Entry from the OMol25 dataset: a structure of composition C39H44ClF2N5O5SSi2Sr in a non-equilibrium geometry (the ωB97M-V functional and the def2-TZVPD basis).

Geometry (Å):
Sr (0.554, 0.365, 0.524)
C (-1.076, -1.647, -3.760)
C (-0.345, -1.085, -2.703)
N (-0.858, -0.886, -1.508)
C (-2.140, -1.234, -1.284)
C (-2.937, -1.853, -2.264)
C (-2.365, -2.046, -3.535)
C (-4.273, -2.257, -1.952)
C (-4.791, -2.038, -0.724)
C (-4.032, -1.365, 0.284)
C (-4.567, -1.056, 1.548)
C (-3.813, -0.358, 2.447)
C (-2.519, 0.029, 2.073)
N (-1.985, -0.265, 0.913)
C (-2.716, -0.954, 0.017)
H (-0.606, -1.759, -4.728)
H (0.686, -0.782, -2.828)
H (-2.959, -2.501, -4.321)
H (-4.857, -2.747, -2.723)
H (-5.800, -2.350, -0.482)
H (-5.571, -1.382, 1.792)
H (-4.176, -0.121, 3.437)
H (-1.892, 0.568, 2.771)
F (4.894, -0.511, 4.947)
C (3.839, 0.260, 4.528)
C (3.219, -0.020, 3.331)
C (2.141, 0.737, 2.846)
C (1.707, 1.776, 3.704)
C (2.375, 2.040, 4.898)
F (2.013, 3.099, 5.704)
C (3.455, 1.307, 5.344)
C (0.523, 2.582, 3.315)
C (-0.386, 3.101, 4.247)
C (-1.453, 3.862, 3.813)
C (-1.606, 4.113, 2.459)
C (-0.693, 3.533, 1.595)
N (0.322, 2.775, 2.001)
H (3.605, -0.866, 2.776)
H (3.961, 1.541, 6.268)
H (-0.258, 2.890, 5.296)
H (-2.165, 4.255, 4.530)
H (-2.419, 4.714, 2.073)
H (-0.758, 3.657, 0.520)
C (3.637, -1.653, -2.817)
Si (3.611, -0.164, -1.609)
C (5.161, 0.871, -2.006)
C (4.051, -0.934, 0.052)
N (2.123, 0.655, -1.543)
C (1.719, 1.466, -2.594)
C (2.412, 1.492, -3.818)
C (2.127, 2.344, -4.881)
C (1.076, 3.226, -4.746)
C (0.313, 3.179, -3.583)
C (0.518, 2.288, -2.509)
N (-0.386, 2.177, -1.463)
Si (-1.964, 2.751, -1.721)
C (-2.764, 2.140, -3.337)
C (-2.238, 4.656, -1.684)
C (-3.211, 2.209, -0.397)
H (4.639, -2.085, -2.886)
H (3.311, -1.392, -3.824)
H (2.965, -2.429, -2.445)
H (6.053, 0.254, -1.865)
H (5.215, 1.694, -1.291)
H (5.192, 1.298, -3.004)
H (4.641, -1.842, -0.103)
H (3.180, -1.193, 0.649)
H (4.653, -0.244, 0.643)
H (3.243, 0.813, -3.944)
H (2.731, 2.311, -5.781)
H (0.828, 3.939, -5.526)
H (-0.509, 3.871, -3.512)
H (-2.087, 2.228, -4.187)
H (-3.681, 2.690, -3.565)
H (-3.029, 1.086, -3.224)
H (-2.005, 5.150, -2.626)
H (-1.620, 5.124, -0.915)
H (-3.283, 4.877, -1.451)
H (-3.591, 1.209, -0.595)
H (-4.067, 2.887, -0.449)
H (-2.834, 2.231, 0.625)
O (1.030, -1.974, 0.920)
S (1.026, -3.050, -0.120)
C (2.250, -4.270, 0.499)
C (1.505, -5.528, 0.939)
C (0.123, -5.067, 1.393)
C (-0.366, -4.138, 0.296)
H (2.700, -3.743, 1.339)
H (3.008, -4.439, -0.265)
H (2.051, -6.046, 1.730)
H (1.409, -6.219, 0.095)
H (0.181, -4.517, 2.331)
H (-0.567, -5.899, 1.545)
H (-1.182, -3.488, 0.607)
H (-0.632, -4.676, -0.619)
O (-2.697, -2.478, 4.915)
Cl (-1.582, -2.642, 4.010)
O (-0.695, -3.660, 4.525)
O (-2.088, -3.068, 2.720)
O (-0.881, -1.395, 3.880)

HOMO level, eV: -0.800
Charge: -2
2S+1: 1
E_LUMO, Eh: 0.1403
ΔE to the lowest compared entry with this formula, charge and spin, kJ/mol: 53.6
Frontier orbital gap, eV: 4.62

***

Entry from the OMol25 dataset: a cluster of 3 separate species, C39H44FN3O4 in total in a non-equilibrium geometry (the ωB97M-V functional and the def2-TZVPD basis).

Geometry (Å):
C (-0.797, -2.282, 3.102)
C (-0.472, -0.736, 3.115)
O (0.398, -0.338, 3.854)
N (-1.231, 0.071, 2.193)
C (-1.056, 1.523, 2.424)
C (-0.975, -0.339, 0.816)
C (0.321, -0.129, 0.115)
C (1.529, 0.582, 0.815)
C (1.531, 2.154, 0.692)
C (2.240, 2.667, -0.627)
O (3.334, 3.173, -0.606)
N (1.450, 2.516, -1.833)
C (2.089, 3.142, -2.985)
C (1.543, 4.396, -3.514)
C (2.184, 4.978, -4.701)
C (3.337, 4.312, -5.288)
C (3.894, 3.077, -4.751)
C (3.251, 2.510, -3.579)
C (0.550, -0.602, -1.267)
C (-0.544, -1.293, -1.901)
C (-1.848, -1.499, -1.226)
C (-2.097, -1.041, 0.127)
C (-3.481, -1.297, 0.793)
C (-4.472, -0.161, 0.244)
C (-4.284, 1.217, 0.955)
C (-5.130, 2.355, 0.218)
C (-4.771, 1.223, 2.471)
C (-2.734, -2.284, -2.248)
O (-3.926, -2.308, -2.344)
N (-1.745, -2.919, -3.074)
C (-1.393, -4.316, -2.804)
C (-0.623, -4.568, -1.466)
F (0.729, -4.128, -1.662)
C (-0.688, -1.966, -3.306)
O (-0.128, -1.779, -4.340)
H (-1.754, -2.495, 2.562)
H (-0.945, -2.562, 4.174)
H (0.028, -2.883, 2.650)
H (-1.830, 1.892, 3.147)
H (-0.034, 1.827, 2.756)
H (-1.263, 2.054, 1.454)
H (2.455, 0.225, 0.277)
H (1.615, 0.208, 1.864)
H (2.154, 2.574, 1.528)
H (0.525, 2.633, 0.730)
H (0.529, 2.940, -1.669)
H (0.664, 4.858, -3.008)
H (1.732, 5.911, -5.095)
H (3.809, 4.774, -6.181)
H (4.766, 2.578, -5.228)
H (3.626, 1.574, -3.096)
H (1.517, -0.479, -1.798)
H (-3.926, -2.292, 0.532)
H (-3.361, -1.156, 1.894)
H (-4.202, -0.015, -0.839)
H (-5.527, -0.549, 0.278)
H (-3.211, 1.543, 0.853)
H (-4.560, 2.730, -0.681)
H (-5.252, 3.257, 0.880)
H (-6.140, 1.976, -0.073)
H (-5.520, 2.051, 2.623)
H (-5.312, 0.279, 2.751)
H (-3.930, 1.445, 3.180)
H (-0.765, -4.765, -3.624)
H (-2.318, -4.962, -2.762)
H (-0.543, -5.675, -1.274)
H (-1.040, -4.044, -0.576)
C (-1.958, -5.265, 1.781)
C (-1.742, -5.922, 2.986)
C (-2.590, -6.950, 3.379)
C (-3.658, -7.317, 2.569)
C (-3.880, -6.654, 1.369)
C (-3.029, -5.630, 0.973)
H (-1.292, -4.469, 1.472)
H (-0.910, -5.634, 3.619)
H (-2.420, -7.464, 4.318)
H (-4.318, -8.120, 2.875)
H (-4.716, -6.937, 0.739)
H (-3.201, -5.113, 0.035)
C (6.382, 3.362, 0.423)
C (7.704, 3.260, 0.839)
C (8.466, 4.407, 1.025)
C (7.907, 5.657, 0.789)
C (6.588, 5.759, 0.363)
C (5.824, 4.611, 0.181)
H (5.785, 2.468, 0.284)
H (8.140, 2.284, 1.021)
H (9.496, 4.327, 1.353)
H (8.500, 6.552, 0.936)
H (6.153, 6.734, 0.174)
H (4.798, 4.690, -0.147)

HOMO level, eV: -8.844
2S+1: 1
E_LUMO, Eh: -0.0159
Structure (SMILES): CC(=O)N(C)c1c(CCC(=O)Nc2ccccc2)cc2c(c1CCC(C)C)C(=O)N(CCF)C2=O.c1ccccc1.c1ccccc1
Frontier orbital gap, eV: 8.41

***

Entry from the OMol25 dataset: a structure of composition C39H44N3O19 in a non-equilibrium geometry (the ωB97M-V functional and the def2-TZVPD basis).

Geometry (Å):
C (-2.358, 0.157, 0.709)
C (-0.817, 0.536, 0.487)
O (-0.552, 1.639, 0.068)
N (0.268, -0.458, 0.772)
H (0.895, -0.320, 1.435)
H (-0.201, -1.352, 0.893)
C (1.249, -0.605, -0.298)
H (-2.630, 0.712, 1.750)
H (-2.387, -1.014, 0.989)
H (-2.973, 0.746, 0.152)
H (1.699, 0.391, -0.435)
H (0.690, -0.888, -1.171)
H (1.913, -1.424, 0.048)
N (-2.317, -2.176, -2.524)
O (-3.033, -2.126, -1.547)
O (-2.628, -1.493, -3.543)
O (-1.148, -2.727, -2.548)
N (-0.743, -3.341, 2.622)
O (-0.444, -3.046, 1.444)
O (-0.979, -2.430, 3.448)
O (-0.806, -4.506, 2.951)
C (1.678, 1.245, 2.878)
C (0.417, 0.536, 3.518)
C (-0.877, 1.342, 3.365)
O (0.252, -0.592, 2.797)
H (1.642, 2.134, 3.179)
H (1.773, 1.218, 1.657)
H (2.635, 0.776, 3.221)
H (0.497, 0.451, 4.519)
H (-0.878, 2.068, 4.016)
H (-1.682, 0.681, 3.640)
H (-1.048, 1.536, 2.365)
H (-0.526, -1.145, 3.286)
C (2.557, -6.201, 2.850)
C (1.214, -5.477, 3.209)
C (1.441, -4.001, 3.024)
O (0.171, -5.959, 2.587)
H (2.812, -6.477, 1.825)
H (2.247, -7.213, 3.089)
H (3.343, -5.928, 3.324)
H (1.061, -5.559, 4.265)
H (0.380, -3.400, 2.931)
H (1.994, -3.677, 1.993)
H (2.004, -3.613, 3.809)
H (-0.653, -5.447, 2.648)
C (5.314, 2.427, -1.729)
C (6.254, 3.605, -1.387)
C (5.635, 4.686, -0.521)
O (6.239, 5.634, -0.156)
C (4.268, 4.556, -0.008)
C (3.554, 3.334, -0.177)
C (3.896, 2.282, -1.188)
O (3.089, 1.480, -1.495)
H (5.670, 1.620, -2.533)
H (7.259, 3.726, -1.783)
H (3.915, 5.296, 0.437)
H (2.480, 3.568, 0.124)
C (-4.901, 5.583, -2.183)
C (-4.939, 4.605, -0.965)
C (-3.708, 3.968, -0.484)
O (-3.651, 3.217, 0.510)
C (-2.397, 4.331, -1.234)
C (-2.447, 5.330, -2.326)
C (-3.645, 5.891, -2.925)
O (-3.629, 6.639, -3.864)
H (-5.905, 5.790, -2.570)
H (-5.898, 4.401, -0.460)
H (-1.537, 3.769, -0.792)
H (-1.588, 5.382, -2.984)
C (0.976, -2.614, -4.353)
C (1.881, -1.824, -3.264)
C (2.496, -2.665, -2.095)
O (3.088, -2.123, -1.211)
C (2.000, -4.065, -2.020)
C (1.035, -4.712, -2.914)
C (0.291, -3.889, -3.835)
O (-0.647, -4.431, -4.479)
H (0.520, -1.939, -5.190)
H (2.320, -0.925, -3.479)
H (2.485, -4.799, -1.213)
H (0.949, -5.818, -2.639)
C (3.726, 1.421, -5.814)
C (3.113, 2.032, -4.543)
C (1.908, 1.383, -3.904)
O (1.486, 1.907, -2.841)
C (1.151, 0.406, -4.682)
C (1.585, 0.031, -6.011)
C (2.987, 0.371, -6.569)
O (3.446, -0.208, -7.521)
H (4.643, 1.921, -6.168)
H (3.642, 2.817, -3.884)
H (0.374, -0.308, -4.024)
H (0.817, -0.744, -6.689)
C (-6.309, 1.483, 4.184)
C (-4.803, 1.729, 4.189)
C (-3.820, 0.529, 4.384)
O (-2.709, 0.685, 4.513)
C (-4.493, -0.726, 4.147)
C (-5.956, -1.007, 4.144)
C (-6.871, 0.117, 4.315)
O (-8.141, 0.024, 4.502)
H (-7.007, 2.404, 3.976)
H (-4.428, 2.685, 4.072)
H (-3.973, -1.732, 3.967)
H (-6.241, -2.107, 3.942)

HOMO level, eV: -5.537
Charge: -1
2S+1: 1
E_LUMO, Eh: -0.0296
ΔE to the lowest compared entry with this formula, charge and spin, kJ/mol: 1213.2
Frontier orbital gap, eV: 4.73

***

Entry from the OMol25 dataset: a structure of composition C39H45F2N5SSbTi in a non-equilibrium geometry (the ωB97M-V functional and the def2-TZVPD basis).

Geometry (Å):
Ti (-1.007, 0.757, -0.929)
C (-2.086, 3.304, 1.297)
C (-2.523, 1.943, 1.826)
N (-2.372, 0.863, 0.828)
C (-3.437, -0.152, 0.853)
C (-3.967, -0.406, -0.566)
N (-2.901, -0.260, -1.578)
C (-3.438, -0.028, -2.933)
C (-4.220, 1.285, -3.062)
C (-3.679, 2.421, -2.194)
N (-2.207, 2.417, -2.154)
C (-1.661, 3.780, -2.016)
C (-0.242, 3.690, -1.482)
N (-0.219, 2.758, -0.345)
C (-0.605, 3.406, 0.936)
H (-2.285, 4.039, 2.080)
H (-2.718, 3.557, 0.446)
H (-3.574, 2.018, 2.104)
H (-1.957, 1.701, 2.731)
H (-1.464, 0.416, 1.060)
H (-4.268, 0.199, 1.463)
H (-3.091, -1.075, 1.321)
H (-4.737, 0.330, -0.785)
H (-4.438, -1.392, -0.626)
H (-2.402, -1.145, -1.642)
H (-4.093, -0.853, -3.231)
H (-2.583, -0.032, -3.611)
H (-5.272, 1.132, -2.821)
H (-4.189, 1.587, -4.110)
H (-4.044, 2.346, -1.167)
H (-4.053, 3.364, -2.602)
H (-1.892, 2.084, -3.060)
H (-2.284, 4.341, -1.321)
H (-1.675, 4.319, -2.967)
H (0.111, 4.684, -1.193)
H (0.419, 3.307, -2.258)
H (0.741, 2.437, -0.219)
H (-0.325, 4.463, 0.898)
H (-0.027, 2.944, 1.735)
F (1.451, 2.420, -5.570)
C (1.402, 1.763, -4.402)
C (0.176, 1.398, -3.881)
C (0.088, 0.654, -2.700)
C (1.299, 0.175, -2.129)
C (2.485, 0.779, -2.552)
F (3.610, 0.718, -1.827)
C (2.564, 1.559, -3.692)
C (1.109, -1.140, -1.371)
C (1.755, -3.277, -1.087)
C (0.701, -4.036, -0.400)
C (-0.519, -3.489, -0.138)
C (-0.887, -2.149, -0.351)
N (-0.228, -1.086, -0.826)
H (-0.701, 1.708, -4.446)
H (3.511, 1.975, -4.006)
H (2.614, -3.906, -1.296)
H (0.879, -5.082, -0.192)
H (-1.290, -4.117, 0.293)
H (-1.878, -1.923, 0.025)
S (0.749, 0.564, 1.347)
Sb (1.569, -1.580, 1.750)
C (3.322, -1.014, 2.835)
C (3.719, -1.787, 3.921)
C (4.825, -1.408, 4.669)
C (5.534, -0.267, 4.322)
C (5.144, 0.496, 3.230)
C (4.033, 0.126, 2.485)
C (0.146, -1.959, 3.382)
C (0.303, -1.206, 4.534)
C (-0.636, -1.319, 5.551)
C (-1.721, -2.173, 5.409)
C (-1.870, -2.923, 4.251)
C (-0.930, -2.820, 3.232)
C (2.153, -1.904, -0.494)
C (1.301, -2.420, -2.311)
C (2.388, -2.309, -3.335)
C (3.693, -2.196, -3.066)
C (4.296, -1.979, -1.751)
C (3.626, -1.724, -0.625)
H (3.162, -2.679, 4.187)
H (5.131, -2.006, 5.518)
H (6.394, 0.031, 4.908)
H (5.701, 1.383, 2.959)
H (3.713, 0.733, 1.646)
H (1.139, -0.525, 4.640)
H (-0.514, -0.738, 6.456)
H (-2.451, -2.257, 6.204)
H (-2.710, -3.596, 4.141)
H (-1.035, -3.417, 2.335)
H (0.354, -2.724, -2.757)
H (2.067, -2.359, -4.369)
H (4.383, -2.191, -3.901)
H (5.376, -1.895, -1.730)
H (4.173, -1.451, 0.270)

HOMO level (spin up / spin down), eV: -8.247 / -10.052
Charge: +1
2S+1: 3
E_LUMO (spin up / spin down), Eh: -0.1111 / -0.1121
ΔE to the lowest compared entry with this formula, charge and spin, kJ/mol: 455.6
Frontier orbital gap (spin up / spin down), eV: 5.22 / 7.00